(1)
Here is a molecular structure, C33H47N4O6P2PtS from the OMol25 dataset. Energies are from ωB97M-V with the def2-TZVPD basis set.

The geometry in XYZ format:
```
94
Properties=species:S:1:pos:R:3
H -0.472 2.078 -7.348
H 0.041 1.258 4.693
C -3.336 0.606 2.741
H 5.054 -0.485 0.563
C -0.319 -0.663 5.604
C 0.409 0.232 4.629
H 0.043 -1.688 5.521
H 4.671 -2.188 0.231
C 0.606 -4.640 -0.262
H 2.565 1.550 -2.884
O 2.359 -0.870 0.395
H 4.237 0.269 -1.546
H -3.582 2.705 4.654
H -2.694 -5.188 0.459
H -3.009 2.682 2.307
H 1.552 -5.155 -0.158
O -1.177 1.832 2.475
N -0.445 0.520 -5.894
C 0.540 -3.397 -0.824
H -4.491 -4.398 -0.345
C -0.578 -5.276 0.209
H -0.148 5.104 -1.076
C 5.398 1.979 -0.934
H 0.670 -1.155 -6.491
P 1.920 0.575 -0.007
C -1.905 -3.422 -0.498
H 1.648 -2.292 2.469
N -1.596 1.615 -1.898
C 4.106 1.342 -1.383
Pt -0.957 -0.717 -1.254
N -3.088 -1.455 -1.151
C -2.585 1.905 2.945
H 6.144 1.885 -1.723
C -4.187 -0.765 -1.426
O 0.086 -0.264 3.267
H -6.542 -3.108 -0.834
H 3.375 3.070 -2.428
O -0.931 -0.283 0.999
H -2.875 -0.210 3.298
C -0.592 0.459 -4.532
H 5.791 1.505 -0.036
H 5.245 3.038 -0.729
C -2.579 2.379 4.380
C -3.181 -2.741 -0.753
P -0.319 0.601 2.034
H -2.292 1.578 5.062
C -0.730 2.577 -5.196
H 1.894 1.585 2.183
H -6.327 -0.723 -1.553
C -4.420 -3.360 -0.636
H -1.393 -0.658 5.430
C -0.699 -2.720 -0.900
O 3.157 1.491 -0.256
H -0.175 -0.284 -7.792
C -1.818 -4.670 0.097
H -4.350 0.737 3.118
H -4.045 0.260 -1.745
H 2.723 -3.289 1.459
C -0.566 4.133 -1.304
H -3.390 0.319 1.691
H 3.225 -0.379 2.226
C -5.456 -1.319 -1.320
H -1.903 3.223 4.509
H 5.316 -1.707 1.803
C -0.307 3.534 -2.528
C -1.372 3.470 -0.394
H -1.096 -1.318 -6.676
H -0.137 -0.317 6.621
C 3.257 -1.213 1.521
C 4.656 -1.404 0.989
C -5.571 -2.639 -0.919
H -1.619 3.906 0.564
H 2.153 0.527 5.820
H 0.329 4.020 -3.255
H 3.272 -2.722 3.035
H 2.425 0.862 4.119
H 0.874 2.404 1.016
H -2.435 1.638 -0.021
C -0.248 -0.644 -6.770
H 1.441 -2.898 -1.158
C -1.844 2.211 -0.725
C 1.908 0.196 4.811
S -0.602 -0.987 -3.701
C -0.534 1.794 -6.310
H -0.881 3.640 -5.128
O 0.995 0.475 -1.186
H -0.504 -6.264 0.645
H 4.213 1.894 -3.444
C 1.161 1.420 1.391
H 2.284 -0.819 4.687
N -0.751 1.762 -4.111
C -0.881 2.302 -2.775
C 2.680 -2.454 2.160
C 3.518 2.004 -2.612
```

charge: +3
multiplicity: 5
lowest unoccupied orbital energy (spin up / spin down): -7.72 / -11.13 eV
Kohn-Sham gap (spin up / spin down): 6.9404 / 5.5484 eV



(2)
Here is a molecular structure, C27H39CoN2O7Si at a distorted geometry from the OMol25 dataset. Energies are from ωB97M-V with the def2-TZVPD basis set.

The geometry in XYZ format:
```
77
Properties=species:S:1:pos:R:3
C -0.224 3.629 18.713
H 0.750 4.078 18.669
H -6.715 3.813 13.212
C -4.895 3.472 19.503
H -4.069 4.111 19.173
H -2.568 -0.484 19.704
H -12.792 0.394 17.955
C -11.644 1.577 16.651
H -5.422 0.838 19.039
C -2.736 1.981 11.105
H -1.064 4.052 15.409
C -11.802 0.593 17.632
H -6.382 1.177 20.558
O -4.130 1.312 17.110
H -3.590 3.565 9.771
C -3.685 2.902 10.646
C -2.461 -1.267 16.982
H -1.875 1.687 10.428
Co -5.295 1.242 15.740
H -0.396 0.171 11.520
H -0.360 2.595 16.182
C -5.374 1.016 20.173
C -2.847 1.426 12.364
Si -2.844 1.787 17.956
O -1.861 0.763 12.953
C -0.005 -0.861 17.579
O -1.587 0.790 17.807
H -2.176 -0.964 15.944
H -5.559 4.098 20.146
C -4.406 2.230 20.247
C -1.100 4.040 17.555
O -6.990 0.819 16.498
H 0.295 -0.423 16.631
H -3.375 1.668 21.974
H -1.828 -2.125 19.380
H -2.243 -2.337 17.085
N -6.546 2.280 14.603
C -4.048 2.462 21.669
O -4.188 0.853 14.257
H -8.627 -0.198 18.123
H -0.045 2.554 18.828
C -1.693 -1.010 19.400
C -4.884 3.107 11.415
C -0.601 0.922 12.315
H -3.490 -1.006 17.251
H -5.535 3.181 18.582
H -4.966 0.165 20.690
N -7.875 2.355 14.991
H -0.810 -0.791 20.085
C -9.272 1.121 16.576
H -3.439 3.371 21.813
C -1.459 -0.625 17.977
H -10.894 -0.889 18.871
C -1.474 5.505 17.701
H -12.465 2.282 16.437
H 0.531 4.063 16.152
H -0.604 3.926 19.716
H -0.465 1.977 11.986
C -0.521 3.682 16.253
H -0.585 6.164 17.758
H 0.125 0.735 13.102
H -2.130 5.846 16.925
H -2.028 5.646 18.692
H -4.958 2.455 22.147
O -3.205 1.773 19.611
O -2.309 3.302 17.747
C -9.458 0.195 17.608
C -8.027 1.434 15.964
C -5.039 2.463 12.619
C -4.015 1.623 13.181
H 0.203 -1.938 17.439
H -5.733 3.689 10.976
C -6.113 2.920 13.484
C -10.694 -0.133 18.099
H 0.670 -0.489 18.334
H -10.286 2.463 15.268
C -10.405 1.696 16.032
```

charge: -1
multiplicity: 4
lowest unoccupied orbital energy (spin up / spin down): 2.64 / 2.55 eV
Kohn-Sham gap (spin up / spin down): 6.7405 / 7.0093 eV



(3)
Here is a single C20H27N3O3 molecule from the OMol25 dataset. Energies are from ωB97M-V with the def2-TZVPD basis set.

The geometry in XYZ format:
```
53
Properties=species:S:1:pos:R:3
H -3.728 -1.558 0.991
C -1.915 2.962 1.323
H -2.414 3.051 2.297
H -1.721 1.536 -0.265
H 2.359 5.260 -0.835
C 3.724 4.763 1.491
H 0.301 -0.947 0.071
C -0.496 -5.592 -2.475
H 1.136 6.349 -0.163
H 0.962 6.665 2.331
H 0.562 1.410 0.703
H 4.445 5.573 1.429
H 2.548 -4.153 -2.646
N -2.464 -2.695 -0.114
H 3.824 4.273 2.456
C -1.182 -2.537 -0.429
H 1.719 -7.972 -4.628
C 0.841 -5.416 -2.819
C -1.138 -4.646 -1.699
C -2.270 1.633 0.673
C 0.955 -7.445 -4.059
C -1.754 -0.794 0.825
C -0.691 -1.341 0.144
C 1.974 6.289 2.450
C -0.630 0.809 2.408
H 2.845 6.809 -0.128
C 0.127 4.253 1.322
H -2.726 0.321 2.322
C -0.475 -3.509 -1.247
H 1.149 2.025 2.255
N -2.789 -1.646 0.634
H 1.407 -2.469 -1.264
C 0.249 1.814 1.673
H 2.054 5.790 3.414
H -1.045 -6.460 -2.805
H -0.057 -0.099 2.599
O 1.466 4.136 1.409
O -0.488 5.279 1.129
H 0.112 -7.210 -4.717
N -0.478 3.054 1.489
H 0.609 -8.085 -3.240
H -2.231 3.807 0.706
H 2.668 7.124 2.426
C 0.865 -3.340 -1.597
C 1.512 -4.277 -2.371
H 3.937 4.037 0.711
O 1.576 -6.279 -3.577
H -3.335 1.608 0.440
H -0.908 1.237 3.372
H -2.174 -4.778 -1.429
C -1.904 0.466 1.612
C 2.306 5.311 1.323
C 2.150 5.978 -0.044
```

charge: 0
lowest unoccupied orbital energy: 0.68 eV
SMILES string: COc1ccc(-c2cc(C3CCN(C(=O)OC(C)(C)C)CC3)[nH]n2)cc1
Kohn-Sham gap: 8.5138 eV



(4)
Here is 2 unconnected molecules or ions with the total composition C10H22N3 at a distorted geometry from the OMol25 dataset. Energies are from ωB97M-V with the def2-TZVPD basis set.

The geometry in XYZ format:
```
35
Properties=species:S:1:pos:R:3
H 1.686 -2.936 0.402
C -1.918 1.583 -2.303
H 3.604 0.127 1.371
C -2.980 0.824 -0.165
H 2.544 -2.130 1.725
H -4.776 -0.337 -0.319
H -1.257 0.664 3.227
H -0.153 -0.442 4.010
H -2.829 1.443 -2.877
H 3.719 0.809 -0.254
H -4.604 0.922 -1.563
H -1.335 0.667 -2.365
N -2.365 0.100 0.669
C 1.259 -0.292 0.043
H 0.485 1.080 3.286
H 3.641 -1.861 -1.825
H -5.010 1.365 0.086
C 2.553 -2.332 0.656
H 3.442 -2.914 0.431
C 2.708 -1.334 -1.647
H -1.357 2.393 -2.762
C 3.702 -0.116 0.316
C -2.232 1.932 -0.845
H -1.302 2.123 -0.307
N 0.615 -0.271 1.096
C -4.425 0.674 -0.521
H -2.840 2.837 -0.823
C -0.239 0.268 3.184
N -0.133 -0.462 1.986
C 2.569 -1.036 -0.154
H 4.652 -0.621 0.173
H 2.716 -0.417 -2.231
H 1.892 -1.963 -1.994
H 0.891 0.298 -0.789
H -2.922 -0.644 1.086
```

charge: +1
lowest unoccupied orbital energy: -4.26 eV
Kohn-Sham gap: 8.6742 eV



(5)
Here is a molecular structure, C33H52ClF3N6O3SSbSn from the OMol25 dataset. Energies are from ωB97M-V with the def2-TZVPD basis set.

The geometry in XYZ format:
```
101
Properties=species:S:1:pos:R:3
O -0.804 4.268 -1.414
H -0.746 -5.839 -2.115
Sb 1.069 4.328 2.428
C 3.107 6.582 1.644
S -1.670 -1.332 2.169
H -5.484 -4.769 -5.659
C 1.548 -4.047 -4.696
H -0.084 2.888 -3.320
C -1.675 -3.396 -2.555
C 2.780 2.426 4.128
H 0.622 -5.866 -3.198
H 0.626 6.753 3.595
F -0.548 -3.508 4.101
H 2.250 2.803 5.006
H 1.376 -4.087 -1.885
N 0.514 2.791 -2.519
H 1.639 -0.213 2.024
C 1.311 0.031 1.011
H 2.063 -3.483 -5.474
O 0.581 2.911 -0.252
C -1.255 -6.118 -4.189
H -0.591 -1.122 6.949
C -4.895 -5.243 -4.886
H 2.311 5.181 0.214
C -4.768 -6.358 -2.757
H -0.272 4.529 5.487
C -2.014 0.054 -2.269
H -1.410 -2.276 -4.962
H -0.632 -1.999 -0.310
H -0.339 2.412 4.539
N -2.248 -1.050 -2.941
C -1.273 -2.782 4.969
H 3.321 2.182 1.444
C 0.042 3.374 -1.322
H 2.092 0.615 0.520
C -3.395 -6.459 -2.902
H -1.286 5.239 4.225
C 1.951 5.791 1.047
C -3.518 -5.353 -5.013
Cl -7.236 -5.632 -3.593
H 1.192 -0.911 0.470
H 1.202 -4.982 -5.140
C -0.679 -0.608 6.002
H 2.287 -4.280 -3.924
H -0.951 -5.754 -5.170
C -1.034 -1.309 4.867
C -0.433 0.758 5.927
H 4.820 2.672 2.248
C -0.598 -2.926 -5.285
H -1.022 -3.843 -5.696
H 1.524 -1.903 -2.775
F -0.935 -3.246 6.206
C 0.818 5.803 4.107
H 3.897 5.930 2.022
H 2.761 7.218 2.463
C -0.441 5.430 4.890
N -1.669 -2.001 -2.177
F -2.567 -3.129 4.795
C -0.286 -3.946 -2.932
H -2.020 -3.971 -1.694
H 2.224 5.048 5.576
C -0.395 -5.482 -3.086
C 0.851 6.715 0.532
C 0.978 -1.841 -3.714
H 0.210 -1.078 -3.605
H 1.260 7.460 -0.159
C -1.152 -0.627 3.621
O 0.482 -3.757 -1.742
C 1.996 5.982 5.056
H 3.980 3.793 1.166
H 3.726 1.989 4.467
H 3.551 7.236 0.885
C -0.523 1.352 4.683
H 3.555 4.353 3.586
H -5.261 -6.749 -1.878
C 3.832 3.019 1.921
H -0.728 6.229 5.585
H 2.181 1.622 3.693
C -1.126 -1.445 -1.089
C -2.746 -5.959 -4.029
H -0.068 -2.415 -6.092
H -1.031 -7.189 -4.172
H 0.793 0.938 -1.856
H -2.348 1.024 -2.597
Sn -0.625 1.180 1.050
H 0.371 7.253 1.357
C 0.390 -3.201 -4.144
N 1.241 1.577 -2.509
H 2.895 6.308 4.533
H -2.387 -3.514 -3.364
H 1.669 -1.488 -4.481
N -1.321 -0.141 -1.120
H -3.044 -4.953 -5.902
C 3.019 3.532 3.104
H -0.173 1.336 6.802
N -0.846 0.691 3.582
H 0.086 6.143 0.005
C -5.512 -5.750 -3.756
H 2.135 1.787 -2.082
H -2.822 -6.941 -2.118
H 1.762 6.733 5.820
```

charge: -1
lowest unoccupied orbital energy: 1.96 eV
Kohn-Sham gap: 6.0813 eV



(6)
Here is a molecular structure, CH10F5N2OSrTe at a distorted geometry from the OMol25 dataset. Energies are from ωB97M-V with the def2-TZVPD basis set.

The geometry in XYZ format:
```
21
Properties=species:S:1:pos:R:3
H -0.041 3.610 0.034
F -0.297 -2.703 1.428
H 1.632 1.733 -2.818
Sr 0.660 0.348 -0.141
F -0.088 0.208 3.722
Te -0.006 -1.334 2.686
H -0.903 -1.693 -2.943
H -2.006 -0.912 -2.427
F -1.204 -0.323 1.383
O 1.546 -0.661 1.828
H 0.719 0.343 -3.093
H -1.003 -2.440 -1.190
H -0.036 1.842 -2.930
N 0.781 1.269 -2.572
F -1.506 -2.037 3.754
F 1.274 -2.335 3.760
H 0.855 3.058 1.269
H 0.745 -2.054 -1.947
N 0.027 2.877 0.707
H -0.764 2.983 1.354
C -0.386 -1.778 -1.862
```

charge: -1
lowest unoccupied orbital energy (spin up / spin down): 1.49 / 1.55 eV
Kohn-Sham gap (spin up / spin down): 4.5822 / 4.0900 eV



(7)
Here is a gas-phase ion, C4H10NOS (charge -1) at a distorted geometry from the OMol25 dataset. Energies are from ωB97M-V with the def2-TZVPD basis set.

The geometry in XYZ format:
```
17
Properties=species:S:1:pos:R:3
C -0.756 0.553 -0.975
H 0.044 0.640 2.020
H 2.014 1.699 0.333
H -2.039 -2.556 -1.457
N 0.503 0.416 1.139
O 2.635 1.188 0.737
H 2.059 -0.760 0.781
H -1.050 -1.032 0.722
S -2.054 -1.388 -2.174
H -2.846 0.621 -1.523
H -0.788 1.548 -0.595
C -2.053 -0.047 -1.366
C -0.268 -0.480 0.305
H 2.280 0.108 2.516
H 0.372 -1.056 -0.238
H 0.048 0.422 -1.638
C 1.899 0.125 1.413
```

charge: -1
lowest unoccupied orbital energy: 3.69 eV
Kohn-Sham gap: 4.8020 eV



(8)
Here is a single C5H7NS molecule at a distorted geometry from the OMol25 dataset. Energies are from ωB97M-V with the def2-TZVPD basis set.

The geometry in XYZ format:
```
14
Properties=species:S:1:pos:R:3
C 1.052 1.045 0.170
S 3.354 -0.859 -0.384
H 1.565 0.944 1.127
C -2.367 0.402 0.243
H -0.165 -2.055 -0.435
H -2.892 0.328 1.186
H -2.974 0.687 -0.608
H 1.815 1.017 -0.609
C 1.920 -1.706 -0.500
H 0.502 1.985 0.142
H 2.024 -2.754 -0.767
C -1.107 0.162 0.142
C 0.615 -1.316 -0.318
N 0.140 -0.067 -0.015
```

charge: 0
lowest unoccupied orbital energy (spin up / spin down): -0.16 / -0.16 eV
Kohn-Sham gap (spin up / spin down): 6.9093 / 6.9067 eV



(9)
Here is a single C3H6O2Si molecule at a distorted geometry from the OMol25 dataset. Energies are from ωB97M-V with the def2-TZVPD basis set.

The geometry in XYZ format:
```
12
Properties=species:S:1:pos:R:3
O -1.080 0.567 -0.037
H 1.254 1.416 -1.291
H -0.773 -0.781 3.096
H -0.950 -0.848 -1.983
H 2.256 0.143 -0.598
C -1.246 0.522 1.230
Si -0.090 -0.685 -0.811
H 1.785 0.072 -2.288
H -1.795 1.400 1.628
C -0.935 -0.308 2.169
C 1.450 0.350 -1.294
O 0.124 -1.848 0.179
```

charge: 0
lowest unoccupied orbital energy (spin up / spin down): -2.38 / -2.38 eV
Kohn-Sham gap (spin up / spin down): 7.0037 / 7.0061 eV



(10)
Here is a molecular structure, C15H32O3P2Pb at a distorted geometry from the OMol25 dataset. Energies are from ωB97M-V with the def2-TZVPD basis set.

The geometry in XYZ format:
```
53
Properties=species:S:1:pos:R:3
H -2.483 -1.651 3.912
H -2.868 2.663 -3.095
C 1.491 0.930 -3.452
C 1.725 2.382 -2.979
H 2.639 -0.949 -3.541
C -2.482 -0.510 -0.141
H -2.014 -3.135 3.211
H -1.095 0.136 -5.343
H 0.901 3.050 -3.253
H 1.346 0.957 -4.551
C -0.488 2.667 0.619
Pb 0.006 0.040 -0.187
O -0.643 3.745 0.928
H -2.384 1.349 -5.337
H -2.119 -1.969 -2.345
H 3.601 0.530 -3.680
H -1.147 3.090 -2.957
P -0.619 -1.296 2.342
H 1.716 -2.020 1.630
H 1.675 -2.162 -1.608
C -1.558 0.965 -3.358
H -1.401 -3.271 -3.314
H -0.180 -5.602 -0.510
H 0.064 -2.549 -0.935
H -2.423 0.311 -3.143
C -0.009 -1.667 -2.983
O 3.552 0.823 0.606
C 0.665 -2.502 -1.863
H 0.577 -1.734 -3.924
H -0.818 0.852 3.392
H 1.880 2.478 -1.893
O -3.619 -0.374 -0.195
H 1.133 -2.902 3.085
C -1.448 -2.177 -3.200
H 2.994 0.022 -2.099
H 2.637 2.765 -3.460
H -0.994 -2.401 4.418
C 0.821 -2.448 2.126
H -1.916 -1.741 -4.094
C -1.894 2.328 -2.708
H 0.887 0.683 2.956
H -1.982 2.301 -1.615
H 0.739 -3.551 -2.170
P -0.040 0.190 -2.711
C 0.014 0.123 3.350
H -0.178 -5.500 -1.252
H -0.675 1.843 -5.149
C 2.742 0.075 -3.169
H 0.234 -0.198 4.386
C -1.617 -2.192 3.559
H 0.480 -3.266 1.462
C 2.553 0.297 0.394
C -1.417 1.078 -4.883
```

charge: +4
lowest unoccupied orbital energy (spin up / spin down): -17.80 / -17.70 eV
Kohn-Sham gap (spin up / spin down): 6.0477 / 6.0397 eV



Total energy? In order: -85868.418 -91454.796 -31791.726 -15188.533 -94030.042 -27942.584 -18679.463 -17620.057 -15177.949 -45992.146 eV.